No. 1
# C2H7N2

A 2-piece molecular cluster, C2H7N2 overall at a distorted geometry (the ωB97M-V functional and the def2-TZVPD basis, the Open Molecules 2025 dataset).

```
! wB97M-V def2-TZVPD RIJCOSX def2/J DEFGRID3
* xyz 1 1
N -1.6971 0.0819 0.2346
H 0.7708 -1.4278 -0.2511
H -2.1781 -0.6434 -0.4128
H 1.3905 1.1999 0.8576
C -0.4451 0.1191 0.2398
C 0.7028 0.3466 1.0607
H -2.3010 0.7235 0.7938
H 1.3430 -0.1016 -2.5492
H 1.2956 0.0896 -1.8742
H 0.5602 0.0736 2.0976
N 0.5584 -0.4614 -0.1969
*
```

For the strongest force on any atom, the calculation gives 4.928 eV Å⁻¹. For the relative energy (zero: lowest compared OMol25 entry of this formula, charge and spin), the calculation gives 388.5 kJ/mol. The calculation puts the orbital gap at 12.105 eV. The value obtained for the total energy is -189.53240 Ha. The value obtained for the HOMO energy is -16.265 eV.

=====

No. 2
# C17H25N3O

C17H25N3O as an isolated structure at a distorted geometry (the ωB97M-V functional and the def2-TZVPD basis, the Open Molecules 2025 dataset).

```
! wB97M-V def2-TZVPD RIJCOSX def2/J DEFGRID3
* xyz 0 1
H -0.6217 -3.3329 -0.0741
H 0.4044 0.1288 -4.2771
H -3.3781 -2.3751 0.4118
C -0.5807 -1.9233 -2.4901
C -1.8679 -2.2323 -1.6535
H -2.3961 -2.9572 1.8905
H -1.3907 4.3572 2.9248
H 1.8741 -0.8712 -2.9936
C 1.4751 1.8241 -0.3982
H 4.7391 -0.6922 1.6357
H 4.2174 -0.2169 3.9938
C 1.3069 1.3623 -2.6614
H 1.9029 1.1776 4.3279
H 0.1389 -0.3929 -1.1133
H -0.9343 0.1756 -2.4170
C 1.5300 1.4571 2.2486
C -0.3765 2.5917 1.1099
H 0.1665 -2.5957 -2.4555
N 1.9678 1.5629 -1.5543
H -3.0875 4.0651 2.0261
C -1.2162 -2.5543 -0.1210
C 0.9130 -0.0094 -3.0540
C 2.2531 1.2177 0.7354
C 0.0403 2.4413 -0.0810
C 2.2978 0.9036 3.4596
C 3.8358 0.1385 1.6848
H -3.2346 -4.5958 -0.5689
H -2.2883 -3.1621 -2.0594
H 2.3341 1.7436 -3.5481
H -3.6189 -4.5949 0.8115
O -1.5257 3.2084 0.9566
H 2.9352 0.8337 -1.2779
H -0.2542 2.7165 -1.0526
N 3.1579 0.4720 0.6915
H -0.1218 2.3597 3.3854
C -2.4656 -3.0641 0.6496
H -2.5057 2.6048 2.8585
H -1.1028 -1.8585 -3.4715
C -0.2382 -0.4852 -2.3582
H 0.6262 2.1320 -2.8307
C 0.1127 2.2555 2.3046
H -2.6124 -1.5738 -1.7918
H -0.9845 -1.6039 0.3523
C 3.3589 0.3415 2.9759
C -2.0778 3.5201 2.3540
N -2.7078 -4.4998 0.5146
*
```

For the strongest force on any atom, the calculation gives 16.225 eV Å⁻¹. For the relative energy (zero: lowest compared OMol25 entry of this formula, charge and spin), the calculation gives 1750.6 kJ/mol. The calculation puts the orbital gap at 7.427 eV. The value obtained for the total energy is -901.69043 Ha. The value obtained for the HOMO energy is -7.029 eV.

=====

No. 3
# C23H49N3P4PtSe

C23H49N3P4PtSe as an isolated structure at a distorted geometry (the ωB97M-V functional and the def2-TZVPD basis, the Open Molecules 2025 dataset).

```
! wB97M-V def2-TZVPD RIJCOSX def2/J DEFGRID3
* xyz 4 5
C -3.8339 2.4023 2.0873
H 0.9044 -3.3609 -3.2596
P 1.2614 2.3083 -1.8349
N -3.4389 1.0046 2.3185
H -0.0645 2.9274 -3.8329
Se -1.4812 -2.5207 0.8966
H 1.3292 1.8844 -4.2810
H -3.5578 1.8437 -1.6466
H 3.5869 2.8374 -1.9412
C 2.6214 -1.8565 -1.4716
C 0.9400 3.8435 -0.9165
C 0.9352 -5.2688 2.8612
C -1.7546 3.1439 3.0388
H -2.2268 -0.1190 3.6106
H -3.4587 -0.8597 -1.3062
H -3.7888 -0.9334 -3.0834
H 0.8728 3.6687 0.1670
C -1.4623 0.2044 -4.4141
C -2.8468 1.9184 -2.4850
C 2.0666 -3.1243 2.9920
C 4.7134 -1.6295 4.2881
H 4.1044 -0.6782 4.3376
H 2.4957 -1.5985 -4.3647
H -2.6984 3.2477 -0.2436
C -2.8845 0.4250 1.1254
C -0.0165 -4.6967 2.0282
C 4.4913 -2.7552 5.0428
H -0.1504 0.2367 2.4654
H 5.1119 -3.6601 5.1757
H 3.3590 1.0812 -2.2205
H -1.1917 3.8240 0.4622
H -2.1902 2.7923 -2.3428
C 3.0402 1.9442 -1.6222
P 1.2171 -1.1340 -2.3795
Pt 0.0627 0.4596 -1.0557
H -2.6684 -0.6396 1.3218
H 3.5820 -2.7761 5.6558
C 1.9849 -4.4745 3.3298
H 1.2296 -1.5039 1.8036
C -2.5361 0.9205 3.4756
H -0.8758 3.7694 2.8791
C 0.9901 2.6897 -3.6105
C -0.4811 1.2563 2.2479
N -2.6734 3.2819 1.8963
P -1.8204 0.3926 -2.6176
H -0.7649 -5.3046 1.5277
H 3.3367 -1.0693 -1.2087
H -0.7482 0.9715 -4.7542
H 1.7637 4.5418 -1.1045
H 2.7557 -4.9202 3.9485
H -2.4827 -1.9558 -2.3626
H -0.7278 -1.4045 0.1275
C -3.0087 -0.9876 -2.3035
H 2.2444 -2.3289 -0.5566
H 3.1228 -2.6127 -2.0946
H -1.0789 -0.8002 -4.6555
H -0.0897 -3.0942 -1.7921
H 5.5279 -1.5206 3.5562
H 0.0078 4.2861 -1.2898
H 2.7414 0.0971 -3.9233
H 0.3802 1.9137 2.1572
H -3.0654 1.2644 4.3735
N -1.3435 1.7536 3.2810
C -0.0013 -3.3102 1.8066
H 0.8489 -6.3190 3.1182
H -2.2822 3.4901 3.9352
H -4.3801 2.7311 2.9750
C 1.9884 -0.6959 -3.9984
C 1.1061 -2.5240 2.1848
H 1.2516 -0.3993 -4.7562
P -1.3141 1.3272 0.5793
H 3.2456 1.7573 -0.5602
H 1.5953 3.5842 -3.8132
C 0.2511 -2.6453 -2.7360
H -3.4098 2.0288 -3.4236
H -3.6345 0.4922 0.3348
H -0.6205 -2.4504 -3.3707
H -4.4805 2.4504 1.2037
C -2.0067 3.1021 0.6024
H -2.4217 0.3499 -4.9375
H 2.8946 -2.5171 3.3524
*
```

For the strongest force on any atom, the calculation gives 2.241 eV Å⁻¹. The calculation puts the orbital gap (alpha / beta) at 7.496 / 3.453 eV. Its expectation value of S² is 6.04. The value obtained for the total energy is -4954.64171 Ha. The value obtained for the HOMO energy (alpha / beta) is -18.116 / -18.108 eV.